w:
CH3NO2S | ωB97M-V/def2-TZVPD

Results
- Kohn-Sham gap (alpha / beta): 0.3455 / 0.3065 hartree

Cartesian coordinates (Å):
1 C 0.2961 0.2253 0.2886
2 N 0.7451 0.4325 -1.0048
3 O 2.5032 -1.3167 -0.1663
4 O 2.9065 1.0634 0.3127
5 S 1.9972 -0.0140 0.0781
6 H -0.3897 0.8359 0.8454
7 H -0.2773 -1.7849 0.8298
8 H 0.2539 0.8616 -1.7695

x:
CH3NO2S | ωB97M-V/def2-TZVPD

Results
- SMILES string: CS(=O)#[N+][O-]
- Kohn-Sham gap (alpha / beta): 0.2815 / 0.2816 hartree

Cartesian coordinates (Å):
1 C -1.0865 0.2252 -0.0113
2 S 0.6147 0.6065 -0.5152
3 O 1.1359 1.4959 0.4935
4 N 1.1647 -1.3020 -0.0970
5 O 2.3645 -1.5436 -0.0025
6 H -1.4219 0.5743 1.0533
7 H -1.1746 -0.8478 -0.1535
8 H -1.5967 0.7916 -0.7673

y:
CH3NO2S | ωB97M-V/def2-TZVPD

Results
- SMILES string: NSOC=O
- Kohn-Sham gap: 0.3521 hartree

Cartesian coordinates (Å):
1 N 0.5981 -1.4925 0.7843
2 S -0.4959 -0.3067 1.1573
3 O 0.0473 1.3253 0.1682
4 C -0.4844 1.4503 -0.9903
5 O -1.1596 0.7546 -1.6503
6 H 1.3603 -1.6898 1.4674
7 H 0.2472 -2.4031 0.4785
8 H -0.1132 2.3620 -1.4150

z:
CH3NO2S | ωB97M-V/def2-TZVPD

Results
- SMILES string: CS(=O)#[N+][O-]
- Kohn-Sham gap: 0.3197 hartree

Cartesian coordinates (Å):
1 C -0.2959 0.3585 -0.8689
2 S 0.5140 -1.1217 0.3507
3 O 1.9264 -1.0061 0.1420
4 N 0.0951 0.1738 1.4777
5 O -0.8958 0.0414 2.1042
6 H 0.4407 0.6204 -1.5299
7 H -0.8620 1.1689 -0.3584
8 H -0.9226 -0.2352 -1.3175

Winner for stability: y

w:
CH3NO2S | ωB97M-V/def2-TZVPD

Results
- Kohn-Sham gap (alpha / beta): 0.3104 / 0.2881 hartree

Cartesian coordinates (Å):
1 C -0.3682 0.2540 0.3770
2 N 0.9684 -0.2027 -0.0942
3 O 1.0000 -1.2708 -0.6517
4 O 1.9104 0.3810 0.3583
5 S -1.6645 -0.8416 0.1598
6 H -0.3451 1.0613 1.1089
7 H -0.6515 2.1388 -0.4869
8 H -0.8496 -1.5200 -0.7711

x:
CH3NO2S | ωB97M-V/def2-TZVPD

Results
- Kohn-Sham gap (alpha / beta): 0.3218 / 0.3116 hartree

Cartesian coordinates (Å):
1 C 0.1086 -0.1252 -0.1956
2 N 2.3813 0.0689 -0.3405
3 O 4.9767 0.5113 -0.5451
4 O 1.4396 -0.5626 0.3361
5 S 4.0227 -0.2372 0.2350
6 H -0.5298 -0.0265 0.6362
7 H -0.2697 -0.8934 -0.8937
8 H 0.3845 0.7504 -0.7111

y:
CH3NO2S | ωB97M-V/def2-TZVPD

Results
- Kohn-Sham gap (alpha / beta): 0.2851 / 0.2850 hartree

Cartesian coordinates (Å):
1 C 1.4570 -0.2621 0.4294
2 N -0.7416 0.2763 -0.7088
3 O -1.9109 0.9709 -0.4137
4 O 0.3548 0.3470 0.7098
5 S 2.1223 -1.3874 -0.5041
6 H 2.4151 0.1991 1.2082
7 H -1.0465 -0.7507 -0.8258
8 H -2.6502 0.6068 0.1050

z:
CH3NO2S | ωB97M-V/def2-TZVPD

Results
- Kohn-Sham gap (alpha / beta): 0.3263 / 0.2931 hartree

Cartesian coordinates (Å):
1 C 0.5289 0.6327 -0.0461
2 N -0.0504 -0.5583 0.4912
3 O -1.2759 -0.6932 0.3374
4 O 0.5498 -1.1919 1.3635
5 S -0.5034 1.7110 -0.6734
6 H 1.5230 0.6820 0.3349
7 H 0.8696 -1.4304 -1.2454
8 H -1.6415 0.8480 -0.5622

Winner for stability: x

w:
C2H4BrNO2 | ωB97M-V/def2-TZVPD

Results
- Kohn-Sham gap: 0.3228 hartree

Cartesian coordinates (Å):
1 C 1.8949 -2.4214 0.3444
2 C -0.6719 0.6510 -0.2076
3 N 1.3243 -0.5003 -0.4572
4 O 1.4387 -3.3625 -0.1427
5 O 0.1756 -0.3669 0.2915
6 Br 2.7134 0.6163 0.1849
7 H 2.5746 -2.1442 1.1372
8 H -0.8066 0.5470 -1.2855
9 H -0.2648 1.6422 0.0210
10 H -1.6217 0.5115 0.3063

x:
C2H4BrNO2 | ωB97M-V/def2-TZVPD

Results
- Kohn-Sham gap (alpha / beta): 0.3451 / 0.2655 hartree

Cartesian coordinates (Å):
1 C 0.9823 -0.7450 0.3232
2 C -0.2237 -0.7672 -0.5282
3 N -0.8192 1.6501 -0.0469
4 O -1.9812 1.7605 0.1777
5 O 0.1128 2.3934 -0.0552
6 Br -1.8546 -1.3713 0.1145
7 H 1.5834 0.1359 0.0821
8 H 1.6172 -1.6210 0.1517
9 H 0.7231 -0.7192 1.3796
10 H -0.1401 -0.7162 -1.5984

Winner for stability: x